# 1
# C2H2N4OS

One molecule with the formula C2H2N4OS (ωB97M-V/def2-TZVPD, the Open Molecules 2025 dataset).

```
10
Properties=species:S:1:pos:R:3:forces:R:3
O 2.9557 -0.1662 0.2464 4.484 0.145 0.711
N 1.6856 0.0417 0.0667 -3.677 -0.075 0.679
C 0.9715 1.1959 -0.1519 2.149 3.171 1.602
N -0.3176 1.2354 -0.1304 0.127 0.667 -0.445
C -1.0082 0.0707 -0.1211 -2.447 0.130 0.381
S -2.7174 -0.1227 0.2107 3.722 0.400 -0.697
N -0.1926 -1.0064 -0.4348 -2.097 -2.830 0.523
N 1.0047 -1.0846 -0.1418 0.506 -0.460 -1.233
H 3.2816 -0.8627 0.9304 -2.082 1.530 -1.248
H 1.5117 2.2533 -0.1537 -0.686 -2.678 -0.273
```
Positions in Å, forces in eV/Å.

The energy above the lowest of the compared OMol25 structures with the same formula, charge and spin comes out at 392.4 kJ/mol. The HOMO-LUMO gap comes out at 7.642 eV. The SMILES is On1cnc(=S)nn1.

***

# 2
# H4O2

A 2-piece molecular cluster, H4O2 overall (ωB97M-V/def2-TZVPD, the Open Molecules 2025 dataset).

```
6
Properties=species:S:1:pos:R:3:forces:R:3
H -1.5072 -0.7836 1.2465 -0.293 -0.206 0.030
H -0.2836 -0.2076 0.6083 0.903 0.304 -1.159
O -0.8339 -0.1198 1.3811 -0.706 -0.017 1.241
H 1.4504 0.6902 -0.6924 1.590 1.253 0.329
H 0.4251 0.3417 -1.7067 -0.364 0.138 -0.861
O 0.7491 0.0790 -0.8368 -1.130 -1.472 0.420
```
Positions in Å, forces in eV/Å.

The energy above the lowest of the compared OMol25 structures with the same formula, charge and spin comes out at 12.0 kJ/mol. As for the spin multiplicity: 2. Its expectation value of S² is 0.751. The HOMO-LUMO gap (alpha / beta) comes out at 3.390 / 11.140 eV. As for the total charge: -1.

***

# 3
# C23H20BiClF9N4O

C23H20BiClF9N4O as an isolated structure (ωB97M-V/def2-TZVPD, the Open Molecules 2025 dataset).

```
59
Properties=species:S:1:pos:R:3:forces:R:3
Bi 0.7248 -0.0650 -0.4140 1.076 -1.096 0.440
C -0.8058 2.6656 -1.4417 0.071 0.380 -0.195
N -0.8976 1.9208 -0.1865 0.049 -0.129 -0.144
C -2.2986 1.6513 0.1997 -0.471 -0.126 0.023
C -2.7903 0.2451 -0.0273 -0.285 0.159 -0.241
C -3.4145 -0.1312 -1.2098 -0.026 -0.063 0.093
C -3.9972 -1.3880 -1.2811 -0.020 0.010 0.055
C -3.9321 -2.2213 -0.1758 0.044 0.173 -0.072
C -3.2516 -1.7637 0.9450 -0.169 -0.370 -0.110
N -2.6983 -0.5663 1.0192 0.199 0.240 0.336
C -0.2183 2.6068 0.9139 0.135 0.302 0.117
C -0.0533 1.6750 2.0809 -0.127 0.138 0.580
C -0.0885 2.1110 3.3952 0.083 -0.095 -0.192
C 0.1580 1.1980 4.4108 0.045 -0.149 -0.226
C 0.3566 -0.1358 4.0843 -0.116 0.197 -0.022
C 0.3326 -0.5048 2.7508 0.071 -0.205 0.592
N 0.1683 0.3947 1.7927 -0.200 0.142 -0.264
C -0.8002 1.8155 -2.6872 -0.225 0.207 -0.372
C -1.1335 2.3733 -3.9176 0.064 -0.138 0.099
C -0.9968 1.5996 -5.0594 0.077 -0.065 0.166
C -0.5555 0.2904 -4.9339 -0.005 0.045 0.067
C -0.2622 -0.1912 -3.6712 -0.055 -0.054 -0.528
N -0.3784 0.5624 -2.5847 -0.192 0.067 0.205
H 0.1302 3.2338 -1.4586 -0.032 -0.016 0.145
H -1.6236 3.3947 -1.5190 0.175 0.004 0.049
H -2.9637 2.3379 -0.3371 0.125 0.046 0.113
H -2.4008 1.8396 1.2718 -0.060 -0.001 -0.172
H -3.4744 0.5499 -2.0460 -0.011 0.093 -0.062
H -4.5128 -1.6952 -2.1787 -0.038 -0.062 -0.060
H -4.4009 -3.1914 -0.1808 -0.014 -0.126 0.024
H -3.1512 -2.3793 1.8273 -0.051 -0.140 0.079
H -0.7760 3.4987 1.2276 0.158 -0.025 -0.022
H 0.7818 2.9175 0.5929 -0.087 0.082 -0.114
H -0.2729 3.1493 3.6194 -0.015 0.137 -0.021
H 0.2064 1.5344 5.4354 -0.071 -0.040 0.092
H 0.5483 -0.8728 4.8456 -0.015 -0.124 0.050
H 0.5079 -1.5214 2.4320 0.050 -0.019 0.041
H -1.4632 3.3994 -3.9836 -0.056 0.072 0.041
H -1.2119 2.0156 -6.0322 -0.067 0.022 -0.054
H -0.4241 -0.3411 -5.7952 -0.006 -0.106 -0.120
H 0.0914 -1.1996 -3.5150 0.012 -0.109 -0.063
Cl 0.5536 -3.0006 -1.7063 0.013 0.063 -0.032
C -0.4312 -1.9915 -0.6169 0.083 0.176 -0.005
H -0.4932 -2.5040 0.3350 0.020 0.068 0.102
H -1.4054 -1.8586 -1.0661 -0.055 0.025 -0.012
F 5.0307 -3.0196 1.9198 0.299 0.148 0.114
C 3.7570 -2.9437 1.5471 -0.048 0.033 0.008
F 3.5381 -3.8848 0.6351 -0.018 -0.122 -0.302
F 3.0061 -3.2379 2.6095 -0.186 -0.034 0.204
C 3.3425 -1.5499 0.9831 0.366 -0.125 0.182
O 2.0162 -1.6000 0.7749 -0.592 0.594 -0.507
C 4.1307 -1.2534 -0.3259 0.199 0.017 -0.227
F 5.4321 -1.4836 -0.2471 0.239 -0.164 0.123
F 3.6503 -1.9541 -1.3485 -0.219 -0.230 -0.099
F 3.9850 0.0469 -0.6661 -0.163 0.244 -0.025
C 3.7174 -0.4310 2.0021 -0.011 0.223 0.166
F 3.0857 0.7187 1.6732 -0.222 0.175 -0.178
F 5.0124 -0.1547 2.0463 0.306 -0.074 -0.008
F 3.3139 -0.7103 3.2426 -0.034 -0.275 0.142
```
Positions in Å, forces in eV/Å.

The HOMO-LUMO gap comes out at 9.196 eV. As for the total charge: +1.

***

# 4
# C23H34Br2IN4O8P2

C23H34Br2IN4O8P2 as an isolated structure (ωB97M-V/def2-TZVPD, the Open Molecules 2025 dataset).

```
74
Properties=species:S:1:pos:R:3:forces:R:3
C 3.3671 4.1663 2.9761 0.039 0.547 0.628
C 4.3658 3.2600 2.0444 -0.670 -0.452 0.266
Br 6.0968 4.3024 1.7908 -1.236 -0.761 1.428
C 3.7773 3.0223 0.4963 -2.436 1.137 0.967
Br 5.1708 3.2806 -0.9300 -1.707 -0.941 0.275
C 2.8654 1.6741 0.3414 -1.320 -3.718 -0.103
C 3.5898 0.2094 0.2486 -5.031 2.032 -0.700
P 5.4369 -0.2059 0.3038 1.332 -0.248 0.126
C 6.0392 -0.0929 -1.5476 0.977 0.922 -0.746
O 6.4069 0.9599 1.1555 -1.541 -1.630 -0.258
C 2.5347 -1.0800 0.0822 -1.642 3.618 -0.221
P 3.2566 -2.8803 -0.1033 0.728 -1.350 1.908
N 4.0896 -3.3691 1.1952 -1.889 -0.461 -1.278
N 1.0517 -0.9479 0.0542 5.194 1.654 0.172
N 0.5264 0.3024 0.1727 -0.038 3.312 0.406
C -1.0199 0.3515 0.1390 -5.051 -0.366 -0.431
C -1.8432 0.0879 -1.2788 -1.486 0.581 3.925
C -3.4788 0.1228 -1.1889 1.716 0.417 1.903
N -4.3347 0.4045 0.0133 6.626 -0.248 0.240
C -3.5656 0.6371 1.2831 1.969 -0.386 -1.698
C -1.9415 0.6179 1.4991 -1.090 -0.495 -3.946
C 1.1906 1.6516 0.3103 3.116 -1.918 -0.010
C 0.3868 3.0788 0.3941 0.948 -0.006 0.019
C 0.4477 3.8476 -1.0790 2.137 7.360 0.883
O 0.8265 5.1523 -1.0944 -2.545 -8.975 0.323
I -0.0117 2.9311 -3.0120 0.303 0.431 1.550
H 3.4408 5.3187 2.6800 -0.314 -2.654 0.438
H 3.6971 4.1124 4.1217 -0.528 -0.032 -2.651
H 2.2332 3.7990 2.9694 2.458 0.668 -0.235
H 4.5409 2.2241 2.5951 0.018 2.301 -1.409
H 3.0292 3.9423 0.3451 1.746 -2.047 0.081
H 5.1624 0.0952 -2.2988 1.698 -0.474 1.456
H 6.6959 -1.0448 -1.8366 -1.780 1.904 0.870
H 6.7929 0.8261 -1.6249 -1.769 -1.869 0.275
H 6.6344 0.5523 2.0452 -0.436 0.533 -1.543
H 4.0926 -2.8929 -1.3110 -1.083 0.622 0.735
H 2.1281 -3.7935 -0.3301 0.646 1.352 -0.412
H 3.5649 -4.2288 1.5325 0.847 1.357 -0.219
H -1.3001 -0.1471 -2.3083 -1.267 0.593 2.604
H -4.0568 -0.1048 -2.2090 1.327 0.671 2.622
H -4.2152 0.8592 2.2605 1.527 -0.594 -2.545
H -1.4416 0.8184 2.5621 -1.259 -0.548 -2.640
H -0.6921 3.0231 0.8404 1.962 -0.222 -1.280
H 1.0041 3.7854 1.1326 -1.265 -1.623 -1.803
C -0.7819 -4.6168 2.7280 -0.275 -0.167 0.117
C 0.6187 -5.2051 2.7187 -0.292 0.244 -0.344
O 0.8698 -5.9466 3.9185 -0.074 -0.819 0.035
C 0.3080 -7.1804 3.9751 -0.468 -0.315 -0.142
O -0.3713 -7.7010 3.1047 1.030 0.769 1.139
O 0.6092 -7.7252 5.1800 -0.052 0.694 -1.102
C -0.0073 -8.9897 5.4105 -0.234 -0.626 0.179
H -0.9463 -4.0279 3.6360 0.145 0.027 -0.147
H -0.9394 -3.9772 1.8551 0.047 -0.026 0.060
H -1.5433 -5.4031 2.7182 0.196 0.075 -0.108
H 1.3513 -4.3919 2.6890 0.054 -0.215 0.326
H 0.7914 -5.8273 1.8333 -0.142 -0.109 0.225
H 0.2043 -9.6913 4.5971 -0.144 0.242 0.082
H -1.0864 -8.8586 5.5370 0.155 -0.084 -0.170
H 0.4022 -9.4036 6.3362 0.067 0.353 -0.170
C -7.6125 2.6783 -3.5384 0.242 0.105 0.211
C -7.3902 2.5692 -5.0373 -0.460 -0.478 0.395
O -6.5480 3.6283 -5.5077 1.359 -0.014 -0.079
C -5.2225 3.4795 -5.2592 -0.331 -0.105 0.252
O -4.7003 2.5356 -4.6880 -0.495 1.095 -0.728
O -4.5799 4.5764 -5.7316 -0.525 -0.910 0.273
C -3.1836 4.5940 -5.4446 0.487 0.116 0.024
H -7.9897 3.6719 -3.2763 -0.093 -0.160 -0.119
H -8.3271 1.9243 -3.1967 0.047 0.099 -0.088
H -6.6775 2.5388 -2.9867 -0.117 -0.088 -0.136
H -8.3504 2.6743 -5.5529 0.340 0.235 -0.089
H -6.9795 1.5922 -5.3163 0.120 0.253 0.070
H -2.6947 3.6748 -5.7833 -0.172 0.088 0.159
H -3.0274 4.7421 -4.3716 0.021 -0.163 -0.127
H -2.7375 5.4373 -5.9791 -0.368 -0.107 0.029
```
Positions in Å, forces in eV/Å.

The HOMO-LUMO gap comes out at 6.394 eV. As for the total charge: +1.

***

# 5
# C2H6O3P

A 2-piece molecular cluster, C2H6O3P overall (ωB97M-V/def2-TZVPD, the Open Molecules 2025 dataset).

```
12
Properties=species:S:1:pos:R:3:forces:R:3
C -0.5833 -0.2535 -2.5691 0.061 1.924 1.016
C 0.4640 0.6748 2.3734 -1.500 -0.177 3.460
O -0.4200 -1.8837 2.0185 0.638 -1.757 0.799
O 0.4210 0.6237 -2.0941 -0.245 -0.072 -0.195
O 1.0566 -0.0267 -0.9991 -0.012 -0.422 0.955
P -0.6865 -0.5626 1.4700 -0.510 2.670 -0.757
H -1.2648 -0.4067 -1.6567 0.722 -0.706 -1.427
H -0.0771 -1.1454 -3.0318 -1.041 0.435 0.415
H -1.1204 0.4612 -3.2620 0.194 -1.323 0.021
H 0.1524 1.7590 2.5316 0.550 -1.335 -1.202
H 1.2629 0.3936 1.7656 2.004 0.783 -1.276
H 0.7951 0.3663 3.4536 -0.860 -0.021 -1.809
```
Positions in Å, forces in eV/Å.

The energy above the lowest of the compared OMol25 structures with the same formula, charge and spin comes out at 672.1 kJ/mol. The HOMO-LUMO gap (alpha / beta) comes out at 6.499 / 6.497 eV. As for the total charge: -1.

***

# 6
# C4H11NO4

A 3-piece molecular cluster, C4H11NO4 overall (ωB97M-V/def2-TZVPD, the Open Molecules 2025 dataset).

```
20
Properties=species:S:1:pos:R:3:forces:R:3
C -0.0289 -2.3143 -0.4629 0.901 -0.776 1.660
C -0.4089 -0.8568 0.0121 -1.413 -4.164 0.198
O -1.5820 -0.5233 -0.0933 1.387 0.670 -0.352
N 0.5906 -0.3631 0.7614 0.863 0.382 -0.470
C 1.9458 -0.2352 0.0745 -0.601 1.822 2.028
C 1.8254 1.2159 -0.4042 3.021 -1.560 1.221
O 2.6559 1.9845 0.0402 -1.714 0.549 -1.225
H -0.7820 -3.0566 -0.2855 -1.569 0.446 0.062
H 0.0827 -2.3333 -1.5130 0.793 -0.222 -1.174
H 0.7436 -2.9237 0.1687 -0.300 1.979 -1.474
H 0.3217 0.3504 1.4496 0.450 0.102 -0.703
H 2.7073 -0.2575 0.8706 -0.195 -0.118 -0.488
H 2.2847 -0.8376 -0.7710 -1.072 -0.688 0.305
H 1.0111 1.2755 -1.1272 -0.060 1.315 -0.203
O -2.8112 0.4883 1.9088 -0.076 1.367 0.224
H -2.8698 -0.4430 1.7181 0.063 -0.214 -0.436
H -2.5421 0.9347 1.0763 -0.247 -0.865 0.776
O -0.9555 2.6021 -0.8098 1.186 -3.625 3.956
H -1.0782 3.3804 -1.2014 -0.831 4.854 -2.625
H -1.1101 1.9130 -1.4120 -0.586 -1.253 -1.280
```
Positions in Å, forces in eV/Å.

The energy above the lowest of the compared OMol25 structures with the same formula, charge and spin comes out at 263.0 kJ/mol. The HOMO-LUMO gap comes out at 10.283 eV. The SMILES is CC(=O)NCC=O.O.O.

***

| no. | F_max (Eh/bohr) |
| --- | --- |
| 1 | 0.08834 |
| 2 | 0.03988 |
| 3 | 0.03107 |
| 4 | 0.18153 |
| 5 | 0.07341 |
| 6 | 0.10852 |